No. 1
ORCA calculation (wB97M-V/def2-TZVPD) on 2 unconnected molecules or ions with the total composition C2H2BrFO at a distorted geometry.

Properties
E_HOMO (spin up / spin down)   -0.3353 / -0.3354 Ha
LUMO energy (spin up / spin down)   -0.45 / -0.45 eV

Geometry as ORCA input:
```
! RIJCOSX wB97M-V def2-TZVPD def2/J DEFGRID3
* xyz 0 1
C -0.464 -1.082 0.042
C 0.614 0.997 -0.098
O -0.150 1.872 -0.057
F 1.945 1.022 -0.149
Br -2.122 -0.257 -0.075
H 0.145 -1.339 -0.700
H 0.031 -1.213 1.038
*
```

No. 2
ORCA calculation (wB97M-V/def2-TZVPD) on C2H2BrN in the gas phase at a distorted geometry.

Properties
E_HOMO   -0.4018 Ha
SMILES   N#CCBr
LUMO energy   0.19 eV

Geometry as ORCA input:
```
! RIJCOSX wB97M-V def2-TZVPD def2/J DEFGRID3
* xyz 0 1
N 0.300 2.146 -0.005
C 0.253 1.009 -0.069
C 0.103 -0.483 0.021
Br -1.854 -0.662 -0.033
H 0.606 -0.992 -0.828
H 0.592 -1.018 0.913
*
```

No. 3
ORCA calculation (wB97M-V/def2-TZVPD) on C2H2BrN3O in the gas phase at a distorted geometry.

Properties
E_HOMO   -0.3603 Ha
SMILES   O=C1CN(Br)N=N1
LUMO energy   -0.48 eV

Geometry as ORCA input:
```
! RIJCOSX wB97M-V def2-TZVPD def2/J DEFGRID3
* xyz 0 1
O 0.076 1.735 1.708
C 0.235 0.935 0.834
C -0.741 -0.100 0.331
N 0.289 -0.670 -0.917
Br -0.121 -2.070 -2.010
N 1.388 -0.015 -0.831
N 1.421 0.843 0.063
H -0.923 -0.955 0.969
H -1.624 0.299 -0.146
*
```

Summary of relative energy (zero: lowest compared OMol25 entry of this formula, charge and spin) in eV
2.3042; 0.1291; 0.1963
(order as listed above)